1.
{
  "formula": "C3H5NO",
  "method": "ωB97M-V with the def2-TZVPD basis set",
  "elements": ["O", "N", "C", "C", "C", "H", "H", "H", "H", "H"],
  "coordinates": [[-3.238, -0.120, 0.014], [-2.119, 0.093, -0.394], [-1.008, 0.134, 0.497], [-0.056, -0.752, -0.261], [0.225, 0.722, -0.254], [-1.082, 0.018, 1.530], [-0.604, -1.300, -1.120], [0.604, -1.320, 0.433], [1.007, 1.224, 0.380], [0.082, 1.222, -1.199]],
  "lowdin_charge": [0.001, -0.075, -0.287, -0.137, -0.084, 0.119, 0.141, 0.113, 0.119, 0.090],
  "gap_ev": 9.46,
  "smiles": "O=NC1CC1",
  "charge": 0,
  "relative_energy_kcal_mol": 86.5,
  "e_tot_ev": -6725.820
}

=====

2.
{
  "formula": "C3H5NO",
  "method": "ωB97M-V with the def2-TZVPD basis set",
  "elements": ["C", "C", "N", "C", "O", "H", "H", "H", "H", "H"],
  "coordinates": [[-0.503, -0.755, -0.055], [-0.562, 0.761, 0.229], [0.742, 1.269, -0.245], [1.642, 0.478, -0.308], [0.756, -1.232, 0.239], [-1.241, -1.242, 0.599], [-0.803, -0.934, -1.104], [-1.377, 1.283, -0.278], [-0.607, 0.980, 1.301], [1.953, -0.608, -0.378]],
  "lowdin_charge": [-0.335, -0.160, 0.048, 0.097, -0.233, 0.122, 0.114, 0.111, 0.118, 0.118],
  "gap_ev": [10.25, 10.26],
  "charge": 0,
  "relative_energy_kcal_mol": 87.4,
  "e_tot_ev": -6725.784
}

=====

3.
{
  "formula": "C3H5NO",
  "method": "ωB97M-V with the def2-TZVPD basis set",
  "elements": ["C", "C", "C", "N", "O", "H", "H", "H", "H", "H"],
  "coordinates": [[-2.200, -0.514, -0.194], [1.466, 0.847, -0.301], [0.473, -1.205, 0.801], [1.233, -0.306, 0.147], [1.504, -1.551, -0.234], [-2.843, -0.731, -1.024], [-1.921, 0.602, -0.314], [2.142, 0.852, -1.185], [0.852, 1.565, 0.217], [0.772, -1.486, 1.817]],
  "lowdin_charge": [0.114, 0.098, -0.050, -0.278, -0.014, -0.107, -0.056, 0.120, 0.100, 0.074],
  "gap_ev": [7.46, 7.37],
  "charge": 0,
  "relative_energy_kcal_mol": 256.2,
  "e_tot_ev": -6718.463
}

=====

4.
{
  "formula": "C3H5NO",
  "method": "ωB97M-V with the def2-TZVPD basis set",
  "elements": ["O", "C", "C", "N", "C", "H", "H", "H", "H", "H"],
  "coordinates": [[2.172, -0.003, -0.019], [0.980, 0.026, 0.067], [-0.118, 1.090, 0.077], [-1.145, -0.057, 0.090], [-0.063, -1.082, 0.065], [-0.101, 1.737, 0.988], [-0.070, 1.836, -0.792], [-1.639, -0.020, -0.808], [0.028, -1.898, -0.766], [-0.044, -1.630, 1.099]],
  "lowdin_charge": [0.102, -0.418, -0.107, -0.051, -0.152, 0.115, 0.135, 0.092, 0.146, 0.140],
  "gap_ev": 10.64,
  "smiles": "O=C1CNC1",
  "charge": 0,
  "relative_energy_kcal_mol": 38.2,
  "e_tot_ev": -6727.918
}

=====

5.
{
  "formula": "C3H5NO",
  "method": "ωB97M-V with the def2-TZVPD basis set",
  "elements": ["C", "C", "C", "N", "O", "H", "H", "H", "H", "H"],
  "coordinates": [[-2.014, -0.235, 0.535], [-1.510, -0.413, -0.658], [1.288, -0.121, -0.002], [-1.329, 0.900, 0.194], [0.660, -1.005, -0.464], [-2.689, -0.528, 1.385], [-1.705, -0.781, -1.692], [1.949, 0.613, -0.545], [1.479, -0.084, 1.005], [-0.345, 1.000, 0.537]],
  "lowdin_charge": [-0.247, -0.040, -0.235, 0.105, -0.035, 0.107, 0.116, 0.099, 0.047, 0.083],
  "spin_multiplicity": 3,
  "gap_ev": [6.20, 8.69],
  "charge": 0,
  "s2": 2.01,
  "relative_energy_kcal_mol": 95.7,
  "e_tot_ev": -6721.082
}

=====

6.
{
  "formula": "C3H5NO2",
  "method": "ωB97M-V with the def2-TZVPD basis set",
  "elements": ["O", "C", "C", "N", "C", "O", "H", "H", "H", "H", "H"],
  "coordinates": [[-1.703, -0.787, 0.768], [-0.454, -0.358, 0.692], [0.252, -0.639, -0.548], [1.185, 0.340, -0.821], [0.231, 1.818, -0.074], [0.575, 2.915, -0.245], [-1.985, -0.802, 1.686], [0.112, -0.170, 1.603], [0.662, -1.539, 0.035], [-0.407, -1.067, -1.320], [1.533, 0.288, -1.776]],
  "lowdin_charge": [0.081, -0.187, -0.398, -0.058, -0.087, 0.041, 0.124, 0.133, 0.160, 0.135, 0.057],
  "gap_ev": [8.13, 8.13],
  "charge": 0,
  "relative_energy_kcal_mol": 109.0,
  "e_tot_ev": -8772.966
}

=====

7.
{
  "formula": "C3H5NO2",
  "method": "ωB97M-V with the def2-TZVPD basis set",
  "elements": ["O", "N", "O", "C", "C", "C", "H", "H", "H", "H", "H"],
  "coordinates": [[0.730, -2.500, -0.236], [0.772, -1.429, 0.233], [1.362, -0.954, 1.150], [-0.010, -0.313, -0.573], [-0.926, 0.431, 0.299], [0.216, 1.133, -0.250], [-0.330, -0.542, -1.506], [-1.049, 0.348, 1.433], [-1.884, 0.728, 0.124], [0.033, 1.840, -1.026], [1.087, 1.258, 0.353]],
  "lowdin_charge": [0.121, -0.386, 0.089, -0.126, -0.141, -0.091, 0.108, 0.149, 0.070, 0.106, 0.102],
  "gap_ev": 11.68,
  "smiles": "O=[N+]([O-])C1CC1",
  "charge": 0,
  "relative_energy_kcal_mol": 119.5,
  "e_tot_ev": -8772.511
}

=====

8.
{
  "formula": "C3H5NO2",
  "method": "ωB97M-V with the def2-TZVPD basis set",
  "elements": ["H", "N", "C", "O", "C", "C", "O", "H", "H", "H", "H"],
  "coordinates": [[-1.112, -3.332, 0.227], [-0.361, -2.680, 0.445], [-0.675, -1.533, 0.039], [0.228, -0.516, 0.239], [-0.131, 0.740, -0.166], [0.997, 1.706, 0.056], [-1.202, 1.003, -0.649], [-1.584, -1.208, -0.470], [1.542, 1.471, 0.973], [1.699, 1.627, -0.781], [0.600, 2.721, 0.087]],
  "lowdin_charge": [0.055, 0.130, -0.258, 0.038, -0.505, 0.022, 0.104, 0.133, 0.091, 0.098, 0.091],
  "gap_ev": 11.45,
  "smiles": "[H]/N=C/OC(C)=O",
  "charge": 0,
  "relative_energy_kcal_mol": 15.5,
  "e_tot_ev": -8777.022
}

=====

9.
{
  "formula": "C3H5NO2",
  "method": "ωB97M-V with the def2-TZVPD basis set",
  "elements": ["H", "N", "C", "O", "C", "C", "O", "H", "H", "H", "H"],
  "coordinates": [[-2.292, -1.304, 1.500], [-2.173, -0.516, 0.864], [-1.110, -0.667, 0.211], [-0.811, 0.212, -0.790], [0.444, 0.878, -0.783], [1.502, 0.192, 0.074], [1.345, 0.005, 1.255], [-0.401, -1.497, 0.317], [0.291, 1.893, -0.390], [0.787, 0.960, -1.819], [2.418, -0.156, -0.440]],
  "lowdin_charge": [0.055, 0.137, -0.331, -0.071, -0.143, -0.224, 0.063, 0.131, 0.136, 0.122, 0.126],
  "gap_ev": 10.48,
  "smiles": "[H]/N=C/OCC=O",
  "charge": 0,
  "relative_energy_kcal_mol": 52.7,
  "e_tot_ev": -8775.411
}

=====

10.
{
  "formula": "C3H5NO2",
  "method": "ωB97M-V with the def2-TZVPD basis set",
  "elements": ["N", "C", "C", "C", "O", "H", "H", "H", "O", "H", "H"],
  "coordinates": [[-3.149, -0.623, -1.094], [-2.177, -0.365, -0.534], [-0.930, -0.106, 0.142], [0.294, -0.629, -0.460], [-0.048, 0.785, -0.513], [-0.956, -0.016, 1.227], [0.303, -1.026, -1.464], [1.037, -1.083, 0.220], [1.866, 0.860, 1.034], [2.615, 0.924, 0.437], [1.151, 1.285, 0.532]],
  "lowdin_charge": [0.169, -0.145, -0.284, -0.074, -0.055, 0.161, 0.125, 0.127, -0.078, 0.046, 0.008],
  "gap_ev": 11.89,
  "smiles": "N#C[C@H]1CO1.O",
  "charge": 0,
  "relative_energy_kcal_mol": 67.5,
  "e_tot_ev": -8774.767
}

=====

11.
{
  "formula": "C3H5NO2",
  "method": "ωB97M-V with the def2-TZVPD basis set",
  "elements": ["O", "C", "C", "C", "N", "O", "H", "H", "H", "H", "H"],
  "coordinates": [[1.802, -0.199, 0.973], [0.868, -0.739, 0.064], [-0.497, -0.441, 0.600], [-1.553, -0.428, -0.194], [-2.115, 0.390, -0.951], [-1.166, 1.568, -0.637], [2.681, -0.285, 0.587], [0.957, -0.288, -0.938], [0.971, -1.827, -0.040], [-0.599, -0.148, 1.641], [-1.350, 2.397, -1.106]],
  "lowdin_charge": [-0.056, -0.261, -0.036, -0.135, 0.079, -0.141, 0.094, 0.132, 0.124, 0.130, 0.071],
  "gap_ev": 9.86,
  "smiles": "OCC=C=NO",
  "charge": 0,
  "relative_energy_kcal_mol": 122.9,
  "e_tot_ev": -8772.364
}

=====

12.
{
  "formula": "C3H5NO2",
  "method": "ωB97M-V with the def2-TZVPD basis set",
  "elements": ["C", "C", "O", "C", "N", "O", "H", "H", "H", "H", "H"],
  "coordinates": [[-1.681, 0.082, 0.105], [-0.352, -0.446, -0.348], [-0.150, -1.572, -0.748], [0.823, 0.541, -0.230], [1.924, -0.046, 0.292], [0.711, 1.712, -0.544], [-2.474, -0.633, -0.125], [-1.624, 0.232, 1.191], [-1.870, 1.060, -0.343], [1.935, -1.051, 0.382], [2.783, 0.476, 0.375]],
  "lowdin_charge": [-0.002, -0.364, 0.099, -0.486, 0.180, 0.070, 0.089, 0.101, 0.090, 0.105, 0.118],
  "gap_ev": 10.23,
  "smiles": "CC(=O)C(N)=O",
  "charge": 0,
  "relative_energy_kcal_mol": 5.6,
  "e_tot_ev": -8777.452
}

=====

Repeat the third record exactly.
{
  "formula": "C3H5NO",
  "method": "ωB97M-V with the def2-TZVPD basis set",
  "elements": ["C", "C", "C", "N", "O", "H", "H", "H", "H", "H"],
  "coordinates": [[-2.200, -0.514, -0.194], [1.466, 0.847, -0.301], [0.473, -1.205, 0.801], [1.233, -0.306, 0.147], [1.504, -1.551, -0.234], [-2.843, -0.731, -1.024], [-1.921, 0.602, -0.314], [2.142, 0.852, -1.185], [0.852, 1.565, 0.217], [0.772, -1.486, 1.817]],
  "lowdin_charge": [0.114, 0.098, -0.050, -0.278, -0.014, -0.107, -0.056, 0.120, 0.100, 0.074],
  "gap_ev": [7.46, 7.37],
  "charge": 0,
  "relative_energy_kcal_mol": 256.2,
  "e_tot_ev": -6718.463
}